No. 1
This record from the OMol25 dataset describes a cluster of 2 separate species, C5H11O2 in total. The level of theory is the ωB97M-V functional and the def2-TZVPD basis.

The geometry in XYZ format:
```
18
Properties=species:S:1:pos:R:3:mulliken_charge:R:1
C 0.060 -0.383 2.374 0.01
C -0.617 0.965 2.698 -1.18
C 1.013 -0.948 3.449 -1.12
H -0.725 -1.090 2.115 0.31
H 0.669 -0.102 1.513 0.08
H -1.656 1.002 2.377 0.33
H -0.098 1.784 2.219 0.30
H 1.447 -0.149 4.060 0.31
H 0.480 -1.562 4.163 0.31
H -0.812 1.082 3.780 0.33
H 1.825 -1.379 2.871 0.32
C 1.136 -0.422 -2.191 -0.84
C -0.366 0.128 -2.428 0.55
O -0.379 1.376 -2.560 -0.73
O -1.265 -0.718 -2.459 -0.70
H 1.660 0.539 -2.159 0.24
H 1.611 -0.883 -3.068 0.29
H 1.211 -1.142 -1.376 0.18
```

Properties
- Total charge: -1
- E: -347.61631 Ha
- Relative energy (zero: lowest compared OMol25 entry of this formula, charge and spin): 20.9 kcal/mol

***

No. 2
This record from the OMol25 dataset describes a cluster of 2 separate species, C5H11O2 in total. The level of theory is the ωB97M-V functional and the def2-TZVPD basis.

The geometry in XYZ format:
```
18
Properties=species:S:1:pos:R:3:mulliken_charge:R:1
C -2.472 0.304 -0.972 -0.87
C -1.457 1.287 -1.429 -0.35
H -2.344 -0.794 -0.888 0.30
H -2.946 0.529 0.017 0.28
H -3.443 0.260 -1.579 0.30
H -1.436 1.599 -2.598 0.22
H -1.418 2.278 -1.105 0.34
H -0.467 0.898 -1.114 -0.14
C 1.294 -0.298 0.530 -0.14
C 2.519 -1.177 0.676 -1.42
C 0.524 -0.395 1.851 0.55
O -0.260 -1.340 2.113 -0.77
O 0.648 0.641 2.497 -0.72
H 1.775 0.768 0.373 0.19
H 0.870 -0.265 -0.457 0.19
H 2.174 -2.292 0.650 0.25
H 3.257 -0.850 1.511 0.27
H 3.181 -1.152 -0.077 0.54
```

Properties
- Total charge: -1
- E: -347.56431 Ha
- Relative energy (zero: lowest compared OMol25 entry of this formula, charge and spin): 53.6 kcal/mol

***

No. 3
This record from the OMol25 dataset describes a cluster of 2 separate species, C5H11O2 in total. The level of theory is the ωB97M-V functional and the def2-TZVPD basis.

The geometry in XYZ format:
```
18
Properties=species:S:1:pos:R:3:mulliken_charge:R:1
C 0.968 -1.676 1.120 -0.51
C 0.651 -1.452 2.608 -0.90
H 1.165 -0.668 0.587 0.00
H 1.953 -2.223 1.049 0.28
H 0.182 -2.226 0.752 0.32
H -0.250 -0.772 2.743 0.25
H 1.438 -0.841 3.094 0.27
H 0.525 -2.415 3.054 0.31
C -0.556 1.269 -0.956 -0.21
C -0.347 2.361 -2.090 -1.05
C -1.274 -0.125 -1.408 0.44
O -2.467 -0.278 -1.232 -0.75
O -0.625 -1.055 -1.778 -0.69
H 0.430 0.903 -0.604 -0.06
H -0.883 1.499 0.017 0.42
H -1.263 2.979 -2.059 0.25
H -0.227 1.869 -3.043 0.28
H 0.580 2.852 -1.852 0.33
```

Properties
- Total charge: -1
- E: -347.59143 Ha
- Relative energy (zero: lowest compared OMol25 entry of this formula, charge and spin): 36.5 kcal/mol

***

No. 4
This record from the OMol25 dataset describes a cluster of 2 separate species, C5H11O2 in total. The level of theory is the ωB97M-V functional and the def2-TZVPD basis.

The geometry in XYZ format:
```
18
Properties=species:S:1:pos:R:3:lowdin_spin:R:1
C -0.948 1.438 -1.658 0.18
C 0.007 0.754 -2.634 0.39
H -1.780 1.949 -2.217 0.08
H -1.374 0.707 -0.944 0.01
H -0.492 2.083 -0.965 0.01
H -0.552 0.200 -3.411 0.12
H 0.678 1.417 -3.271 0.11
H 0.646 0.064 -2.104 0.02
C -0.045 -0.438 1.634 0.00
C 0.200 -1.714 0.871 0.03
C 1.034 -0.147 2.760 0.00
O 2.220 0.127 2.440 0.01
O 0.599 -0.229 3.933 0.00
H -0.096 0.599 1.277 0.00
H -0.925 -0.653 2.285 0.00
H -0.588 -2.475 1.078 0.00
H 1.177 -2.155 1.139 0.00
H 0.237 -1.527 -0.213 0.01
```

Properties
- Total charge: -2
- 2S+1: 2
- E: -347.47484 Ha
- ⟨S²⟩: 0.750
- Relative energy (zero: lowest compared OMol25 entry of this formula, charge and spin): 18.6 kcal/mol

***

No. 5
This record from the OMol25 dataset describes a cluster of 2 separate species, C5H11O2 in total. The level of theory is the ωB97M-V functional and the def2-TZVPD basis.

The geometry in XYZ format:
```
18
Properties=species:S:1:pos:R:3:lowdin_spin:R:1
C -1.626 -0.758 1.341 0.00
C -0.186 -1.157 1.042 0.00
C -1.770 0.172 2.577 0.00
H -2.224 -1.646 1.500 0.00
H -2.079 -0.256 0.494 0.00
H -0.177 -1.819 0.183 0.00
H 0.357 -0.281 0.690 0.00
H -2.276 -0.346 3.385 0.00
H 0.284 -1.672 1.866 0.00
H -2.268 1.090 2.314 0.00
H -0.775 0.388 3.003 0.00
C 2.093 0.510 -2.164 0.12
C 1.512 1.485 -3.255 0.09
O 0.586 0.875 -3.867 0.73
O 1.994 2.588 -3.346 0.04
H 3.048 0.886 -1.836 0.02
H 2.140 -0.513 -2.565 0.00
H 1.366 0.455 -1.362 0.00
```

Properties
- Total charge: 0
- 2S+1: 2
- E: -347.50568 Ha
- ⟨S²⟩: 0.755
- Relative energy (zero: lowest compared OMol25 entry of this formula, charge and spin): 7.8 kcal/mol

***

No. 6
This record from the OMol25 dataset describes a cluster of 2 separate species, C5H11O2 in total. The level of theory is the ωB97M-V functional and the def2-TZVPD basis.

The geometry in XYZ format:
```
18
Properties=species:S:1:pos:R:3:lowdin_spin:R:1
C 2.421 -0.385 1.337 0.08
C 1.555 0.817 1.780 0.08
O 1.926 1.530 2.693 0.03
O 0.398 0.756 1.256 0.79
H 1.855 -1.269 1.642 0.00
H 3.359 -0.285 1.881 0.02
H 2.640 -0.473 0.275 0.00
C -1.569 -0.556 -0.808 0.00
C -2.071 0.787 -0.353 0.00
C -0.369 -0.471 -1.757 0.00
H -1.288 -1.196 0.039 0.00
H -2.287 -1.162 -1.378 0.00
H -2.179 1.496 -1.165 0.00
H -1.369 1.271 0.336 0.00
H 0.039 -1.476 -1.902 0.00
H -0.524 -0.153 -2.792 0.00
H -2.983 0.659 0.233 0.00
H 0.448 0.110 -1.316 0.00
```

Properties
- Total charge: 0
- 2S+1: 2
- E: -347.50274 Ha
- ⟨S²⟩: 0.754
- Relative energy (zero: lowest compared OMol25 entry of this formula, charge and spin): 9.6 kcal/mol

***

No. 7
This record from the OMol25 dataset describes a cluster of 2 separate species, C5H11O2 in total. The level of theory is the ωB97M-V functional and the def2-TZVPD basis.

The geometry in XYZ format:
```
18
Properties=species:S:1:pos:R:3:lowdin_spin:R:1
C -3.322 -0.429 -1.485 0.00
C -2.249 -0.353 -0.313 0.00
H -3.714 0.619 -1.587 0.00
H -2.807 -0.609 -2.287 0.00
H -4.281 -1.004 -1.190 0.00
H -2.217 0.605 0.112 0.00
H -1.246 -0.306 -0.811 0.00
H -2.309 -1.187 0.502 0.00
C 1.321 -0.644 -0.262 0.18
C 0.944 -1.696 0.742 0.03
C 1.363 0.891 0.446 0.09
O 0.315 1.552 0.717 0.05
O 2.503 1.281 0.444 0.61
H 2.206 -1.191 -0.717 0.00
H 0.818 -0.393 -1.141 0.02
H 0.378 -1.190 1.556 0.00
H 1.916 -2.029 1.276 0.00
H 0.368 -2.602 0.228 0.02
```

Properties
- Total charge: 0
- 2S+1: 2
- E: -347.43398 Ha
- ⟨S²⟩: 0.757
- Relative energy (zero: lowest compared OMol25 entry of this formula, charge and spin): 52.8 kcal/mol

***

No. 8
This record from the OMol25 dataset describes a cluster of 2 separate species, C5H11O2 in total. The level of theory is the ωB97M-V functional and the def2-TZVPD basis.

The geometry in XYZ format:
```
18
Properties=species:S:1:pos:R:3:lowdin_spin:R:1
C 1.780 -0.333 -1.146 0.00
C 1.559 0.926 2.240 0.00
C -2.098 -0.496 -0.580 0.86
C 0.942 0.163 1.114 0.01
C -2.966 -0.480 -1.650 0.87
O 1.810 -0.327 0.097 0.00
O 0.798 -0.241 -1.867 0.02
H 2.824 -0.286 -1.541 0.00
H 2.517 0.516 2.451 0.00
H 1.634 2.008 1.940 0.00
H 1.034 0.857 3.166 0.00
H -1.298 -1.158 -0.873 0.05
H -0.197 -0.353 -1.570 0.03
H -2.222 -0.293 0.426 0.05
H 0.209 0.835 0.605 0.01
H 0.277 -0.604 1.452 0.00
H -3.786 0.272 -1.727 0.05
H -2.815 -1.007 -2.538 0.05
```

Properties
- Total charge: +1
- 2S+1: 3
- E: -347.07630 Ha
- ⟨S²⟩: 2.004
- Relative energy (zero: lowest compared OMol25 entry of this formula, charge and spin): 0.0 kcal/mol

***

No. 9
This record from the OMol25 dataset describes a cluster of 2 separate species, C5H11O3 in total. The level of theory is the ωB97M-V functional and the def2-TZVPD basis.

The geometry in XYZ format:
```
19
Properties=species:S:1:pos:R:3:mulliken_charge:R:1
C -2.551 -2.312 0.450 -0.35
O -2.402 -2.229 1.876 -0.52
C -1.372 -1.752 -0.314 -0.88
C -1.248 -0.213 -0.274 -0.25
C 0.024 0.302 -0.892 -0.42
C 0.807 1.228 -0.210 -0.44
O 1.977 1.643 -0.447 -0.72
H -2.665 -3.368 0.198 0.27
H -3.492 -1.826 0.171 0.29
H -1.568 -2.019 -1.360 0.30
H -0.422 -2.239 -0.059 0.36
H -2.080 0.172 -0.891 0.13
H -1.322 0.088 0.771 0.31
H 0.172 0.227 -1.973 0.34
H -1.463 -2.015 2.006 0.33
H 0.250 1.663 0.667 0.21
H 3.931 2.253 -0.584 0.42
H 3.523 3.561 -0.188 0.31
O 4.347 3.126 -0.463 -0.68
```

Properties
- Total charge: -1
- E: -422.82958 Ha
- Relative energy (zero: lowest compared OMol25 entry of this formula, charge and spin): 52.8 kcal/mol

***

No. 10
This record from the OMol25 dataset describes a cluster of 2 separate species, C5H11O3 in total. The level of theory is the ωB97M-V functional and the def2-TZVPD basis.

The geometry in XYZ format:
```
19
Properties=species:S:1:pos:R:3:mulliken_charge:R:1
O 1.675 1.897 -1.272 -0.82
C 1.559 0.804 -0.650 0.54
O 2.494 0.220 -0.061 -0.70
C 0.127 -0.020 -0.736 -1.00
C -0.169 -0.493 0.755 0.81
C 0.606 -1.786 1.030 -1.34
C -1.702 -0.563 1.021 -1.73
H 0.287 -0.905 -1.298 0.33
H -0.603 0.584 -1.214 0.53
H 0.214 0.260 1.459 0.25
H 0.063 -2.666 0.521 0.28
H 0.459 -1.988 2.163 0.31
H 1.677 -1.795 0.806 0.32
H -2.138 -1.411 0.615 0.43
H -2.303 0.264 0.727 0.41
H -1.915 -0.773 2.094 0.37
H -0.139 3.016 -1.318 0.30
H 0.332 2.497 -2.518 0.37
O -0.526 2.857 -2.123 -0.68
```

Properties
- Total charge: -1
- E: -422.87822 Ha
- Relative energy (zero: lowest compared OMol25 entry of this formula, charge and spin): 22.3 kcal/mol

***

No. 11
This record from the OMol25 dataset describes a cluster of 2 separate species, C5H11O3 in total. The level of theory is the ωB97M-V functional and the def2-TZVPD basis.

The geometry in XYZ format:
```
19
Properties=species:S:1:pos:R:3:mulliken_charge:R:1
C -1.573 -0.142 1.252 0.36
C -1.923 1.348 1.387 -1.27
C -1.734 -0.627 -0.236 -0.44
O -0.270 -0.237 1.804 -0.61
H -2.154 -0.659 2.007 0.19
H -1.196 2.086 1.085 0.31
H -0.660 -0.620 -0.462 -0.12
H -2.028 -1.633 -0.486 0.28
H -2.260 0.186 -0.737 0.23
H 0.427 -0.514 1.163 0.50
H -2.036 1.614 2.464 0.30
H -2.764 1.640 0.687 0.32
C 3.149 0.045 -1.559 -0.95
C 1.931 -0.887 -1.251 0.63
O 1.613 -0.866 -0.016 -0.83
O 1.314 -1.488 -2.138 -0.72
H 3.268 0.634 -0.659 0.28
H 2.831 0.584 -2.457 0.27
H 4.065 -0.463 -1.848 0.24
```

Properties
- Total charge: -1
- E: -422.87151 Ha
- Relative energy (zero: lowest compared OMol25 entry of this formula, charge and spin): 26.5 kcal/mol

***

No. 12
This record from the OMol25 dataset describes a cluster of 2 separate species, C5H11O3 in total. The level of theory is the ωB97M-V functional and the def2-TZVPD basis.

The geometry in XYZ format:
```
19
Properties=species:S:1:pos:R:3:mulliken_charge:R:1
C 0.878 -1.104 -2.363 -0.08
C 1.847 -0.242 -1.507 -0.85
O -0.336 -1.075 -1.712 -0.53
H 0.651 -0.724 -3.422 0.20
H 1.196 -2.172 -2.460 0.19
H 2.238 0.502 -2.017 0.41
H -0.106 -1.112 -0.837 0.45
H 2.789 -0.836 -1.241 0.21
H 1.377 0.217 -0.650 0.12
C -1.724 0.377 1.603 -0.27
C -1.048 1.836 1.548 -0.95
C -0.503 -0.534 1.861 0.43
O -0.041 -0.629 3.020 -0.77
O 0.033 -1.076 0.874 -0.80
H -2.513 -0.066 2.154 0.38
H -2.148 0.196 0.536 0.11
H -0.650 2.250 2.509 0.26
H -1.781 2.537 1.231 0.34
H -0.157 1.654 0.873 0.13
```

Properties
- Total charge: -1
- E: -422.83545 Ha
- Relative energy (zero: lowest compared OMol25 entry of this formula, charge and spin): 49.1 kcal/mol

***

No. 13
This record from the OMol25 dataset describes the ion C5H11O3SSi with charge -1. The level of theory is the ωB97M-V functional and the def2-TZVPD basis.

The geometry in XYZ format:
```
21
Properties=species:S:1:pos:R:3:mulliken_charge:R:1
C -1.265 -1.230 0.123 -0.39
C -0.929 -0.684 1.461 -0.63
C -0.134 -1.695 -0.765 -0.69
C -0.198 0.681 1.543 -0.25
C 0.834 -0.544 -1.186 -0.26
O 2.755 -1.207 0.533 -0.60
O 0.247 0.559 -1.787 0.03
O 1.158 0.638 1.368 -0.47
Si 0.550 2.103 -1.718 0.28
S 2.087 -0.040 -0.064 0.28
H -2.047 -2.104 0.312 0.24
H -1.833 -0.476 -0.394 0.24
H -1.807 -0.524 2.180 0.31
H -0.267 -1.300 1.943 0.32
H 0.448 -2.393 -0.138 0.33
H -0.481 -2.144 -1.662 0.33
H -0.590 1.436 0.868 0.13
H -0.305 1.119 2.627 0.23
H 0.620 2.591 -3.186 -0.19
H 1.847 2.494 -1.024 -0.09
H -0.692 2.718 -1.036 -0.14
```

Properties
- Total charge: -1
- E: -1110.45138 Ha
- Relative energy (zero: lowest compared OMol25 entry of this formula, charge and spin): 69.0 kcal/mol